[1]
C17H39OP3RuSe | ωB97M-V/def2-TZVPD

As for the HOMO energy (alpha / beta): -14.84 / -17.22 eV. For the lowest unoccupied orbital energy (alpha / beta), the calculation gives -0.3441 / -0.5068 hartree. Its expectation value of S² is 8.779. As for the energy relative to the best compared isomer or geometry (same formula, charge and spin): 0.0 kcal/mol. As for the spin multiplicity: 6. As for the net charge: +3. The HOMO-LUMO gap (alpha / beta) comes out at 5.47 / 3.43 eV.

The geometry in XYZ format:
```
62
Properties=species:S:1:pos:R:3:mulliken_spin:R:1
Ru 1.1277 -0.6337 -0.2864 2.477
P 1.6917 -2.8324 -1.1270 -0.019
P 0.9165 0.3053 -2.3351 0.092
P 0.9189 -1.3030 1.8517 0.117
H -4.9180 5.6728 1.1053 0.027
C -4.5273 5.7391 2.1301 0.423
C -3.5428 6.5854 2.4623 0.447
H -3.1040 7.2743 1.7313 0.025
C 0.2751 -3.8609 -1.6528 0.003
C 2.7924 -2.8441 -2.5886 0.012
C 2.6155 -3.9404 0.0007 0.008
C 0.2429 1.9964 -2.2725 -0.001
C 2.4870 0.5469 -3.2281 0.074
C -0.1609 -0.5196 -3.5643 0.010
C 0.2698 0.0193 2.9155 -0.003
C 2.4595 -1.7516 2.7107 0.072
C -0.1850 -2.7090 2.2269 0.006
H -4.9750 5.0786 2.8856 0.026
H -3.1514 6.6159 3.4857 0.026
H 0.6568 -4.7932 -2.0914 -0.003
H -0.3456 -3.3439 -2.3939 0.001
H -0.3655 -4.1021 -0.7958 0.001
H 3.0860 -3.8757 -2.8340 0.002
H 3.7011 -2.2686 -2.3748 -0.002
H 2.2946 -2.4081 -3.4595 0.003
H 2.8487 -4.8793 -0.5213 0.002
H 2.0370 -4.1790 0.8996 0.004
H 3.5581 -3.4725 0.3054 -0.002
H 0.3974 2.4757 -3.2499 0.001
H 0.7603 2.5646 -1.4887 -0.003
H -0.8258 1.9587 -2.0212 -0.005
H 2.2913 0.5284 -4.3050 0.012
H 3.2134 -0.2312 -2.9711 -0.011
H 2.8995 1.5235 -2.9426 0.007
H -0.0794 0.0310 -4.5132 -0.001
H -1.2053 -0.5113 -3.2196 -0.009
H 0.1491 -1.5605 -3.7253 -0.002
H 0.3371 -0.3033 3.9630 0.000
H -0.7699 0.2465 2.6427 -0.006
H 0.8707 0.9226 2.7544 -0.005
H 2.1980 -2.0652 3.7280 0.012
H 3.1236 -0.8796 2.7603 -0.001
H 2.9738 -2.5666 2.1930 0.000
H -0.0793 -2.9452 3.2960 -0.002
H 0.0765 -3.5939 1.6331 -0.002
H -1.2244 -2.4376 2.0055 -0.002
C -2.2414 0.7070 0.4051 0.040
C -1.6461 1.9446 0.6895 0.046
C -2.4265 2.9977 1.1531 -0.056
C -3.7899 2.8101 1.3398 0.057
C -4.3861 1.5774 1.0760 -0.042
C -3.6169 0.5200 0.6030 0.077
Se -1.3127 -0.8025 -0.3466 0.956
H 0.4443 0.7347 0.2053 0.047
H -0.5800 2.1022 0.5437 -0.066
H -1.9533 3.9558 1.3447 -0.022
H -4.3869 3.6416 1.6715 0.079
H -5.4519 1.4566 1.2250 -0.001
H -4.0747 -0.4426 0.3687 0.000
O 3.5969 -0.2874 -0.2380 0.085
H 4.2439 -0.8364 0.2420 -0.001
H 3.7712 0.6471 -0.0077 -0.008
```



[2]
C17H39OP3STi | ωB97M-V/def2-TZVPD

As for the HOMO energy (alpha / beta): -15.21 / -14.78 eV. For the lowest unoccupied orbital energy (alpha / beta), the calculation gives -0.3292 / -0.3272 hartree. Its expectation value of S² is 0.809. As for the energy relative to the best compared isomer or geometry (same formula, charge and spin): 9.8 kcal/mol. As for the spin multiplicity: 2. As for the net charge: +3. The HOMO-LUMO gap (alpha / beta) comes out at 6.25 / 5.88 eV.

The geometry in XYZ format:
```
62
Properties=species:S:1:pos:R:3:mulliken_spin:R:1
Ti -0.2547 1.3602 -1.6024 0.857
P -2.2265 -0.1178 -0.9582 -0.010
P 0.6709 1.4049 0.8152 -0.016
P 2.9532 -3.7580 -0.9908 -0.002
H 1.5225 -0.9044 -4.8824 -0.002
C 1.2848 -1.7804 -4.2726 -0.030
C -0.0909 -2.0017 -3.8454 -0.002
H -0.8814 -1.3850 -4.2723 0.001
C -3.7917 0.8277 -1.0364 0.006
C -2.3391 -0.8218 0.7315 0.006
C -2.5795 -1.5932 -1.9485 0.002
C 2.2894 2.2434 0.9716 0.001
C -0.3580 2.3910 1.9542 0.011
C 0.9350 -0.1374 1.7464 0.012
C 3.8318 -5.0473 -1.8558 0.000
C 1.6254 -4.3414 0.0740 0.000
C 4.0866 -2.7024 -0.0732 0.000
H 1.8667 -2.6755 -4.4765 0.000
H -0.3917 -3.0419 -3.7150 0.000
H -3.8241 1.4403 -1.9496 -0.002
H -3.8959 1.4847 -0.1587 0.001
H -4.6396 0.1271 -1.0531 0.000
H -2.0906 -0.0668 1.4853 0.000
H -1.6417 -1.6625 0.8105 0.000
H -3.3599 -1.1850 0.9094 0.000
H -2.2680 -1.4369 -2.9820 0.000
H -3.6528 -1.8119 -1.9338 0.000
H -2.0196 -2.4488 -1.5574 0.000
H 2.5376 2.4002 2.0305 0.000
H 2.2560 3.2186 0.4683 -0.003
H 3.0789 1.6448 0.5004 0.000
H 0.0514 2.3180 2.9710 0.001
H -1.3936 2.0288 1.9626 0.002
H -0.3549 3.4455 1.6482 0.000
H 1.3709 0.0910 2.7254 -0.001
H 1.6136 -0.7963 1.1944 -0.002
H -0.0080 -0.6693 1.8936 0.002
H 4.6972 -5.3660 -1.2593 0.000
H 4.1816 -4.6496 -2.8208 0.000
H 3.1664 -5.9023 -2.0418 0.000
H 1.8243 -5.3827 0.3647 0.000
H 0.6642 -4.2900 -0.4602 0.000
H 1.5594 -3.7119 0.9744 0.000
H 5.0156 -3.2627 0.1092 0.000
H 3.6362 -2.3949 0.8823 0.000
H 4.3099 -1.8113 -0.6780 0.000
C 1.0490 0.3551 -2.8339 -0.022
C 1.9969 1.1625 -2.1479 0.106
C 1.8952 2.5545 -2.2325 0.063
C 0.7688 3.1248 -2.8402 -0.012
C -0.1075 2.3530 -3.6275 0.106
C 0.0388 0.9499 -3.6578 -0.084
S 1.0349 -1.4399 -2.4551 0.011
H 2.3294 -2.9128 -1.9742 -0.001
H 2.7798 0.6542 -1.5777 -0.011
H 2.6214 3.1975 -1.7395 0.011
H 0.6281 4.2006 -2.7812 -0.006
H -0.9019 2.8130 -4.2159 -0.005
H -0.6811 0.3272 -4.1877 0.006
O -1.4792 3.0737 -1.1953 0.011
H -2.1038 3.1940 -0.4603 -0.003
H -1.4930 3.8923 -1.7246 0.000
```



[3]
C17H3BrCl5EuN4O6S2 | ωB97M-V/def2-TZVPD

As for the HOMO energy (alpha / beta): -3.22 / -3.23 eV. For the lowest unoccupied orbital energy (alpha / beta), the calculation gives 0.1270 / 0.1273 hartree. Its expectation value of S² is 12.014. As for the energy relative to the best compared isomer or geometry (same formula, charge and spin): 19.4 kcal/mol. As for the spin multiplicity: 7. As for the net charge: -2. The HOMO-LUMO gap (alpha / beta) comes out at 6.68 / 6.69 eV.

The geometry in XYZ format:
```
39
Properties=species:S:1:pos:R:3:mulliken_spin:R:1
Eu -0.4521 -1.1955 -0.7090 6.084
Cl -1.0948 -4.2749 -2.1326 0.000
C 0.0932 -4.4982 -0.8520 0.005
C 0.2322 -3.4616 0.0376 -0.024
C 1.1976 -3.6331 1.0093 0.000
Cl 1.4452 -2.3335 2.1463 0.000
C 1.9866 -4.7765 1.1083 0.000
Cl 3.1790 -4.9345 2.3562 0.000
C 1.7947 -5.8074 0.1871 0.000
Cl 2.7367 -7.2605 0.2901 0.000
C 0.8358 -5.6693 -0.8150 0.001
Cl 0.5776 -6.9334 -1.9787 0.000
S -1.3364 2.3625 1.3089 0.000
C -1.4180 0.8442 2.2319 -0.002
S -2.0949 -0.5819 1.5497 -0.009
C -1.1612 0.9789 3.5741 0.000
C -0.6647 2.2099 4.1646 0.000
N -0.2597 3.1684 4.6603 -0.001
C -1.4761 -0.0820 4.5139 0.000
N -1.6992 -0.8797 5.3146 0.000
O -3.3265 1.4369 -2.8314 0.000
C -2.3926 1.1341 -2.1169 -0.006
O -1.9798 -0.0853 -1.8475 -0.018
C -1.5092 2.1850 -1.5003 0.003
C -0.6865 1.7774 -0.3334 0.041
C 0.7187 2.1973 -0.4807 0.000
C 0.9918 3.4315 -1.0156 0.000
C -0.0582 4.0690 -1.7011 0.000
C -1.2548 3.3678 -2.0805 0.001
N 0.1668 5.3812 -2.2505 0.000
O -0.7179 5.8780 -2.9522 0.000
O 1.2406 5.9379 -2.0271 0.000
N 1.7024 1.3109 -0.0673 -0.004
O 1.3324 0.0889 0.2234 -0.006
O 2.8972 1.6460 -0.0284 0.000
H -0.8192 0.7366 -0.1791 -0.049
H 1.9834 3.8538 -0.9818 0.000
H -1.8442 3.7215 -2.9148 0.000
Br 1.1340 -1.3104 -2.8805 -0.017
```



[4]
C17H40As3N2ReSeSi | ωB97M-V/def2-TZVPD

As for the HOMO energy (alpha / beta): -14.10 / -14.09 eV. For the lowest unoccupied orbital energy (alpha / beta), the calculation gives -0.3688 / -0.3826 hartree. Its expectation value of S² is 3.791. As for the energy relative to the best compared isomer or geometry (same formula, charge and spin): 22.0 kcal/mol. As for the spin multiplicity: 4. As for the net charge: +3. The HOMO-LUMO gap (alpha / beta) comes out at 4.07 / 3.67 eV.

The geometry in XYZ format:
```
65
Properties=species:S:1:pos:R:3:mulliken_spin:R:1
Re 1.6475 -0.3384 0.1268 2.202
C -0.8969 -3.3640 0.0615 0.030
As 0.3056 -2.1354 -0.8532 -0.067
C 1.5518 -3.3966 -1.6627 0.019
C -0.5911 -1.5009 -2.5090 0.022
C -1.6056 -0.3425 -2.4739 -0.010
C -2.6592 -0.6106 -1.4092 0.019
C -0.9307 1.0084 -2.2051 -0.011
As -0.0739 1.3438 -0.4433 -0.033
C -1.4525 1.7759 0.8767 0.016
C 0.6889 3.1114 -0.7310 0.028
C -2.2129 -0.3407 -3.9014 0.008
As -3.7715 0.7644 -4.5773 0.006
C -3.5190 2.6707 -4.1516 -0.001
C -5.3402 0.2879 -3.4996 0.000
H -1.3255 -4.0628 -0.6627 0.002
H -1.6943 -2.8487 0.5954 -0.001
H -0.3083 -3.9319 0.7881 -0.002
H 0.9957 -4.0739 -2.3179 -0.003
H 2.0314 -3.9928 -0.8810 0.000
H 2.3264 -2.9076 -2.2582 0.002
H -1.0733 -2.4044 -2.9051 0.002
H 0.2198 -1.2496 -3.2065 0.008
H -2.1581 -0.6961 -0.4372 -0.006
H -3.1959 -1.5336 -1.6212 -0.001
H -3.3736 0.2096 -1.3638 -0.001
H -1.6700 1.8134 -2.3089 0.009
H -0.1475 1.1933 -2.9533 0.007
H -2.2265 2.4007 0.4220 0.000
H -0.9715 2.3420 1.6807 -0.003
H -1.8987 0.8785 1.3069 -0.008
H -0.1029 3.8221 -0.9908 -0.001
H 1.4356 3.1086 -1.5273 0.001
H 1.1629 3.4481 0.1959 0.002
H -2.5711 -1.3513 -4.1159 -0.001
H -1.4194 -0.1326 -4.6259 0.001
H -2.5292 3.0151 -4.4437 0.000
H -3.7129 2.8760 -3.0986 0.000
H -4.2498 3.2221 -4.7441 0.000
H -5.3647 -0.7827 -3.3095 0.000
H -6.2319 0.5478 -4.0699 0.000
H -5.3613 0.8479 -2.5650 0.000
C -0.5110 -0.1373 6.0560 0.002
Si 1.3662 -0.1384 6.0839 0.012
C 2.3299 -1.7495 6.1633 0.001
C 2.2931 1.5008 6.1198 0.005
Se 1.0500 -0.5889 2.3791 0.689
H -0.9173 -0.2133 7.0648 0.000
H -0.8987 -0.9802 5.4862 -0.001
H -0.9101 0.7758 5.6170 0.002
H 2.4808 -2.0705 7.1943 0.000
H 3.3179 -1.6582 5.7138 0.002
H 1.8024 -2.5535 5.6512 0.000
H 2.3945 1.8641 7.1429 0.000
H 1.7735 2.2773 5.5598 0.000
H 3.3016 1.4137 5.7182 0.001
N 4.7035 0.5999 0.6189 0.004
C 5.7404 0.5098 -0.2290 0.042
C 5.2272 0.2426 -1.4840 0.000
C 3.8492 0.1984 -1.3037 -0.002
N 3.5423 0.4166 -0.0187 0.027
H 4.7306 0.7957 1.6105 -0.001
H 6.7534 0.6397 0.0930 0.003
H 5.7644 0.1057 -2.3991 0.000
H 3.0928 0.0591 -2.0675 -0.024
```



[5]
C17H40BiNP3S | ωB97M-V/def2-TZVPD

As for the HOMO energy (alpha / beta): -16.43 / -16.46 eV. For the lowest unoccupied orbital energy (alpha / beta), the calculation gives -0.4288 / -0.4186 hartree. As for the energy relative to the best compared isomer or geometry (same formula, charge and spin): 114.7 kcal/mol. As for the net charge: +3. The HOMO-LUMO gap (alpha / beta) comes out at 4.76 / 5.07 eV.

The geometry in XYZ format:
```
63
Properties=species:S:1:pos:R:3:lowdin_charge:R:1
Bi 0.5018 -1.8684 0.0882 1.411
P -0.5078 1.4424 2.2945 0.760
P -2.3005 -1.4337 0.6138 0.687
P 2.5567 0.6220 0.6687 0.793
H 1.3240 -3.1166 -3.6701 0.102
C 2.1121 -2.5990 -3.0928 -0.382
C 2.4387 -3.2914 -1.8326 -0.121
H 1.6996 -3.8534 -1.1815 -0.001
C -0.9610 2.9284 1.2937 -0.263
C -2.0610 1.4375 3.2567 -0.299
C 0.4415 2.3073 3.6222 -0.286
C -3.1146 -2.7298 -0.3746 -0.267
C -3.3919 -1.3624 2.0941 -0.223
C -2.8288 0.1435 -0.1553 -0.245
C 3.9642 0.2387 -0.4123 -0.252
C 3.4981 0.6675 2.2774 -0.191
C 2.5173 2.4428 0.4607 -0.223
H 2.8834 -2.2100 -3.8094 0.095
H 3.5129 -3.5241 -1.7367 0.086
H -1.3157 3.6767 2.0052 0.069
H -1.7738 2.7111 0.5970 0.030
H -0.1064 3.3221 0.7410 0.026
H -1.9840 2.2101 4.0261 0.055
H -2.1895 0.4902 3.7906 0.027
H -2.9468 1.6652 2.6467 0.067
H -0.2696 2.9621 4.1332 0.050
H 1.2712 2.9192 3.2655 0.035
H 0.8003 1.5801 4.3549 0.047
H -4.2033 -2.7055 -0.1947 0.077
H -2.7525 -3.7282 -0.0545 0.064
H -2.9333 -2.6348 -1.4582 0.049
H -4.3942 -1.0124 1.7895 0.089
H -3.0307 -0.6497 2.8434 -0.006
H -3.4905 -2.3377 2.5895 0.073
H -3.9360 0.1928 -0.1798 0.088
H -2.4234 0.2027 -1.1762 0.045
H -2.4555 1.0232 0.4136 -0.008
H 4.6382 1.1110 -0.4831 0.085
H 3.6099 0.0222 -1.4342 -0.026
H 4.5348 -0.6383 -0.0675 0.076
H 4.3712 1.3358 2.1570 0.094
H 3.8714 -0.3363 2.5418 0.066
H 2.8817 1.0506 3.1104 0.040
H 3.5586 2.7933 0.3492 0.081
H 2.0536 2.9687 1.3115 0.037
H 1.9534 2.6812 -0.4502 0.058
C 0.1307 -0.3316 -3.1918 -0.621
C 0.0427 1.0441 -3.5420 -0.109
C -0.7977 1.3530 -4.6054 -0.031
C -1.6358 0.3607 -5.1596 -0.017
C -1.7915 -0.8759 -4.4977 -0.055
C -0.8500 -1.2608 -3.5605 -0.142
S 1.7042 -0.7443 -2.6096 0.879
H 1.1380 0.0767 0.0381 -0.154
H 0.7276 1.7605 -3.0535 0.110
H -0.7860 2.3687 -4.9524 0.121
H -2.1394 0.4669 -6.1256 0.132
H -2.6122 -1.5831 -4.7758 0.140
H -0.8144 -2.2752 -3.1521 0.098
N 0.5527 -1.9188 2.6375 -0.049
H -0.4361 -1.7490 2.8544 0.019
H 1.0824 -1.0838 2.9551 0.032
H 0.8611 -2.7252 3.1681 0.078
```



[6]
C17H40BrIO2Si | ωB97M-V/def2-TZVPD

As for the HOMO energy: -9.48 eV. For the lowest unoccupied orbital energy, the calculation gives 0.0165 hartree. As for the net charge: 0. The HOMO-LUMO gap comes out at 9.92 eV.

The geometry in XYZ format:
```
62
Properties=species:S:1:pos:R:3:lowdin_charge:R:1
C -0.5164 4.0579 0.8004 -0.101
C 0.5786 3.4401 -0.0858 -0.259
C 1.7065 2.8020 0.7274 -0.219
C 1.2463 1.5449 1.4878 -0.204
C 2.2027 0.3454 1.3791 -0.205
C 1.4807 -0.9959 1.3214 -0.231
C 0.5254 -1.2250 2.4883 -0.231
C 0.0647 -2.6785 2.6596 -0.202
C -0.2967 -3.4533 1.3901 -0.273
C -1.7668 -3.3558 0.9621 -0.324
Si -2.3432 -1.6993 0.3030 0.170
I -2.4401 -1.7819 -2.1578 0.431
C -4.0227 -1.2105 1.0491 -0.873
Br -5.4876 -2.1634 0.2067 0.644
C -4.2645 0.2949 1.0132 -0.374
C -5.5410 0.7463 1.7427 -0.122
H -0.1709 4.1541 1.8299 0.068
H -1.4218 3.4547 0.8113 0.059
H -0.7895 5.0540 0.4588 0.064
H 0.9821 4.1782 -0.7753 0.088
H 0.1392 2.6459 -0.6916 0.103
H 2.0827 3.5449 1.4327 0.106
H 2.5201 2.5445 0.0482 0.098
H 1.1268 1.7974 2.5418 0.111
H 0.2603 1.2583 1.1173 0.091
H 2.9118 0.3471 2.2093 0.112
H 2.7961 0.4605 0.4698 0.102
H 2.1983 -1.8192 1.2773 0.116
H 0.9259 -1.0322 0.3777 0.097
H -0.3336 -0.5579 2.4000 0.075
H 1.0311 -0.9199 3.4096 0.116
H 0.8323 -3.2228 3.2092 0.108
H -0.8178 -2.6756 3.3068 0.108
H 0.3312 -3.1729 0.5454 0.082
H -0.0805 -4.5066 1.5662 0.106
H -2.4246 -3.6937 1.7665 0.081
H -1.9259 -4.0629 0.1431 0.058
H -1.4030 -0.5969 0.5691 -0.026
H -3.9949 -1.5545 2.0849 0.059
H -4.3014 0.6049 -0.0311 0.097
H -3.3921 0.7622 1.4730 0.092
H -5.9684 -0.0696 2.3208 0.058
H -5.3349 1.5868 2.4003 0.068
H -6.2994 1.0661 1.0316 0.069
C 2.7655 -4.5934 -1.8866 -0.090
C 1.8725 -5.8147 -1.7693 -0.318
O 0.7144 -5.5587 -0.9811 -0.090
H 3.0678 -4.2487 -0.8970 0.072
H 3.6614 -4.8171 -2.4672 0.073
H 2.2371 -3.7745 -2.3808 0.073
H 2.3971 -6.6249 -1.2648 0.111
H 1.5820 -6.1729 -2.7627 0.109
H 0.2172 -4.8555 -1.4104 0.069
C 2.3512 6.0391 -4.2502 -0.094
C 2.6669 4.6177 -3.8238 -0.328
O 1.4977 3.8158 -3.6960 -0.087
H 1.6686 6.5054 -3.5395 0.074
H 3.2592 6.6406 -4.3092 0.073
H 1.8731 6.0509 -5.2325 0.071
H 3.1340 4.6106 -2.8395 0.107
H 3.3674 4.1546 -4.5274 0.107
H 1.0619 3.7831 -4.5518 0.078
```